1.
Molecular formula: C4H7Cl3N3
Method: DFT, ωB97M-V/def2-TZVPD

Geometry as XYZ:
```
17
Properties=species:S:1:pos:R:3:forces:R:3:nbo_charge:R:1
H -0.17236 -1.36115 1.81893 -1.4183 0.9589 -2.1334 0.28
N -0.00918 -2.02201 -0.12399 -0.5607 -0.4029 0.4345 -0.04
N -0.51673 0.25480 0.23211 0.8054 -0.0700 1.6162 -0.45
H -2.22896 0.21100 -1.19202 1.2719 0.7895 1.8562 0.26
C -0.71083 -1.15647 0.77755 1.4175 -1.0434 2.8240 -0.16
H 0.39464 0.57216 -1.81271 0.4048 -0.8657 2.2962 0.29
Cl 3.32681 -0.34608 -0.91134 1.1072 -0.5056 -0.6635 0.19
N 0.60159 -1.38699 -0.95017 1.1589 -0.5537 -2.0118 -0.12
H -1.46959 1.80650 -0.81441 -0.2833 -0.2071 0.6246 0.25
C -1.73738 0.84988 -0.33685 -3.3645 -0.0718 0.3579 -0.45
Cl 2.20363 2.14724 0.02611 0.0009 -0.0507 -0.1281 0.06
H -0.06841 0.84037 1.03049 -1.1293 -0.7957 -1.4677 0.49
H -2.55523 0.93762 0.56839 2.1214 0.0789 -2.4888 0.26
C 0.54872 0.02106 -0.78455 2.3069 1.3488 -0.4582 0.02
H -1.70071 -1.54535 0.86413 -1.0885 0.5790 -0.0971 0.26
Cl 1.98839 -0.19992 1.64072 0.6340 -0.0426 0.1281 0.04
C 2.10562 0.37733 -0.03240 -3.3844 0.8539 -0.6894 -0.18
```
Positions in Å, forces in eV/Å.

As for the HOMO energy: -14.45 eV. The structure (SMILES) is C[N@H+]1CN=N[C@@H]1C(Cl)(Cl)Cl. The energy relative to the best compared isomer or geometry (same formula, charge and spin) comes out at 53.1 kJ/mol. Its total charge is +1. For the orbital gap, the calculation gives 0.3849 hartree.

---

2.
Molecular formula: C17H34N3OPPdSSi
Method: DFT, ωB97M-V/def2-TZVPD

Geometry as XYZ:
```
59
Properties=species:S:1:pos:R:3:forces:R:3:mulliken_spin:R:1
H 1.38269 0.49949 2.94612 0.2565 -0.2619 0.4560 0.08
H 2.82290 0.22684 -3.59663 -0.1543 -0.0952 -0.1122 0.01
N -2.89280 -1.40698 0.95579 -0.2201 -0.2105 -0.1656 0.01
H 3.70452 2.16590 -0.30316 -0.2120 -0.1775 -0.2293 0.00
C 3.59061 -0.85654 -1.00062 0.5344 -0.1360 -0.3769 0.07
H 2.67804 3.00029 3.11791 -0.2083 0.2060 -0.2810 0.02
O 0.69153 3.33773 -0.23432 -1.6503 1.6719 -1.3479 -0.06
H 1.41723 -0.80176 -3.14993 0.0299 0.0721 0.0199 0.00
C -1.46384 3.32688 -1.29162 -0.1036 -0.0802 -0.3435 0.02
H -1.32215 2.27379 -1.56104 0.3056 0.2466 0.0518 0.06
H -5.89718 0.06592 0.47061 0.0777 -0.2342 -0.0351 0.00
C -2.86339 -0.10207 0.62254 -0.2021 0.3754 0.5383 0.05
C -0.00944 5.46762 -1.13639 0.4968 -0.1167 0.3304 0.01
H 2.53339 2.77933 -1.49800 0.2552 -0.1101 0.0358 -0.01
H -2.17668 -1.69065 1.60585 0.1166 0.0181 -0.1123 0.00
H 1.49444 -6.49018 2.37527 -0.2270 0.6784 -0.1864 0.01
P 2.28454 0.40670 -1.26772 2.0224 -0.5924 0.0481 0.21
H -0.03833 5.68764 -2.21238 -0.0137 -0.1935 0.2136 0.00
Si 1.93886 1.13182 1.72638 0.1827 0.7901 0.4983 0.17
C -5.18520 -0.27193 -0.29695 0.1929 0.3478 0.2482 0.00
C 0.31454 -4.10444 0.21415 0.1381 0.0111 -0.1561 0.25
H -2.14228 3.28207 -0.42834 0.0574 0.3483 -0.2429 0.01
N 0.97595 -1.82988 -0.04322 -0.8206 -0.8577 -1.2205 1.01
C 1.05374 -2.94098 0.64567 0.1257 -0.9865 1.4836 -0.13
H -4.49184 -2.05582 -1.21667 0.1267 0.0086 0.0348 0.00
H 1.21639 0.96148 -3.32174 0.0272 -0.1129 -0.0669 -0.02
H -5.58125 0.06735 -1.26280 0.0994 -0.2179 0.1771 0.00
H -1.90397 3.85991 -2.14755 -0.0444 -0.0146 0.4151 0.00
C 1.31267 -5.49323 1.94085 -0.3143 0.1823 -0.0869 0.24
H 0.95741 5.78212 -0.71454 -0.3659 -0.0052 -0.2213 0.00
C 0.43561 -5.32991 0.85355 0.2929 0.0548 0.0491 -0.12
H 2.32896 -2.23170 2.27154 -0.2070 -0.3370 -0.1175 0.02
H 2.54832 -4.48907 3.35883 -0.0568 0.2569 -0.2164 0.00
C 1.93578 -4.35281 2.46682 0.2789 -0.2333 0.0420 -0.11
H 1.08530 3.39482 2.36648 0.4479 -0.0027 -0.0823 0.00
H 0.43243 1.08693 -1.22761 -0.8206 0.0403 -0.2001 0.62
H 4.38673 -0.74313 -1.75129 -0.0303 -0.1287 0.1656 0.01
H 2.60653 3.55044 1.39812 -0.3238 -0.1701 0.4143 -0.01
H -0.31493 -3.97523 -0.67016 0.1536 -0.1172 0.2913 0.00
H -3.85595 1.39371 -0.22489 0.0355 -0.2125 0.0285 0.01
H -0.11980 -6.19839 0.50962 0.0415 0.1781 -0.1447 0.00
C -4.10345 -2.25104 0.86847 0.4719 0.2815 0.4219 0.01
C -0.17185 3.97764 -0.84758 0.9006 -0.8912 0.8860 0.01
H -4.59207 -2.20680 1.85419 -0.2416 0.0086 -0.3460 0.00
S -1.62764 0.96588 1.12802 -0.6392 -0.6480 0.2034 0.07
N -3.90200 0.39550 -0.07592 -0.1732 0.1221 -0.3361 0.01
C 1.81290 -3.11015 1.86794 0.0198 0.2058 -0.2822 0.22
H -5.93185 -2.28954 -0.28332 -0.1090 -0.0250 0.1880 0.00
C -4.97444 -1.77492 -0.27782 -0.0677 -0.1011 -0.4755 0.01
H 4.00098 1.88863 -2.04188 -0.0946 0.1488 0.1133 0.01
H 3.36696 0.72186 1.51613 -0.0418 -0.1573 0.2906 0.03
H -3.81416 -3.29975 0.70607 0.0743 0.3854 0.0097 0.00
C 1.89956 0.16842 -3.01085 0.2761 0.0851 -0.4587 0.04
C 2.08851 2.97668 2.18510 0.0965 -0.2502 0.1049 0.03
H 3.12915 -1.84688 -1.10806 0.1449 0.2674 -0.0334 -0.01
C 3.22467 1.96129 -1.26868 0.0821 0.2296 -0.3400 0.04
Pd 0.50102 0.07790 0.16221 -0.8613 0.6078 0.8779 1.10
H -0.81199 6.05450 -0.66580 0.1139 -0.2743 -0.0967 0.00
H 4.03562 -0.79332 0.00323 -0.2720 0.1229 -0.3229 -0.01
```
Positions in Å, forces in eV/Å.

As for the HOMO energy (spin up / spin down): -4.08 / -7.10 eV. Its total charge is 0. For the orbital gap (spin up / spin down), the calculation gives 0.1637 / 0.2373 hartree. Its multiplicity is 5.

---

Respective max |F| values: 0.0692, 0.0527 Eh/bohr.